# C6H26NO8

A cluster of 6 separate species, C6H26NO8 in total in a non-equilibrium geometry (wB97M-V/def2-TZVPD, the Open Molecules 2025 dataset).

The geometry in ORCA input format:
```
! wB97M-V def2-TZVPD RIJCOSX def2/J DEFGRID3
* xyz 1 1
N -0.3436 1.2633 0.2485
H 0.0344 2.0776 0.7113
H -1.2706 1.4769 -0.0908
H -0.3565 0.4332 0.8236
H 0.2258 0.9913 -0.5402
O 0.3633 1.8466 -2.4569
H 0.4213 1.0686 -3.0114
H 0.5733 2.5745 -3.0420
O 0.3994 3.3527 1.5685
H 0.7256 3.9121 0.8636
H 0.9148 3.6063 2.3342
C -1.4596 -2.1759 1.9562
C -0.4432 -1.4677 2.8656
O -0.3772 -0.0344 2.6994
O -1.1208 -2.0452 0.5715
H -2.4784 -1.8495 2.1648
H -1.4391 -3.1997 2.3298
H 0.5501 -1.8708 2.6679
H -0.6395 -1.6874 3.9151
H 0.2239 0.2238 3.4020
H -1.7196 -2.5724 0.0375
C 4.1752 -1.6920 -0.5839
C 3.4683 -0.5788 0.2485
O 2.5632 0.2421 -0.5470
O 5.2704 -1.2423 -1.3025
H 3.5460 -2.1677 -1.3362
H 4.5416 -2.5424 -0.0090
H 4.2269 0.1341 0.5717
H 2.8201 -1.0102 1.0113
H 3.0093 0.5071 -1.3547
H 5.1069 -1.5335 -2.2025
C -2.7695 -0.3085 -1.9634
C -3.6571 0.3856 -0.9302
O -3.0008 1.5726 -0.5391
O -2.6584 0.3392 -3.1926
H -3.3119 -1.2503 -2.0461
H -1.7664 -0.4705 -1.5688
H -3.9139 -0.2145 -0.0572
H -4.6036 0.6407 -1.4066
H -3.4483 2.0306 0.1761
H -2.3818 1.2349 -2.9858
*
```

Results
Energy above the lowest of the compared OMol25 structures with the same formula, charge and spin: 29.7 kcal per mole
Orbital gap: 0.371 hartree
HOMO level: -12.65 eV
LUMO level: -0.0942 Ha

# C9H19O10Tl

A structure of composition C9H19O10Tl in a non-equilibrium geometry (wB97M-V/def2-TZVPD, the Open Molecules 2025 dataset).

The geometry in ORCA input format:
```
! wB97M-V def2-TZVPD RIJCOSX def2/J DEFGRID3
* xyz 2 1
Tl -2.5020 -1.2347 1.7691
O 0.4944 2.0294 -0.0678
H 1.3760 2.4481 -0.0228
C -8.4827 3.4512 -1.6138
O -7.4580 3.8732 -2.4406
C -6.2343 3.3448 -2.4179
O -5.8423 2.3835 -1.7523
O -5.4288 4.1864 -3.1500
C -4.0373 4.1071 -2.9535
H -8.9171 2.4552 -1.7000
H -9.2449 4.2282 -1.5558
H -8.1488 3.3532 -0.5808
H -3.7227 3.1744 -3.4216
H -3.7394 3.9556 -1.9160
H -3.5837 5.0487 -3.2629
C 3.9688 1.4886 3.2498
O 4.4906 0.4282 4.0202
C 3.7931 -0.7267 4.1498
O 2.9254 -1.1149 3.4049
O 4.2044 -1.4015 5.1851
C 3.5969 -2.6378 5.6526
H 4.3532 2.4041 3.6996
H 2.8817 1.4547 3.3217
H 4.3708 1.5149 2.2370
H 3.7441 -3.4659 4.9591
H 2.5209 -2.4641 5.6428
H 3.8492 -2.9226 6.6740
C 2.6000 -1.2072 -3.5931
O 3.1305 -2.5325 -3.1983
C 2.4046 -3.3110 -2.2758
O 1.3116 -3.0826 -1.7024
O 3.1987 -4.4136 -2.0465
C 2.8027 -5.3720 -1.0098
H 2.9754 -0.9122 -4.5730
H 2.6597 -0.4514 -2.8100
H 1.5312 -1.3305 -3.7676
H 1.7239 -5.3848 -0.8546
H 3.2839 -4.9697 -0.1183
H 3.1503 -6.3940 -1.1607
*
```

Results
Energy above the lowest of the compared OMol25 structures with the same formula, charge and spin: 85.5 kcal per mole
Orbital gap: 0.065 hartree
HOMO level: -15.08 eV
LUMO level: -0.4896 Ha

# C25H36N3O3

The ion C25H36N3O3 with charge +1 (wB97M-V/def2-TZVPD, the Open Molecules 2025 dataset).

The geometry in ORCA input format:
```
! wB97M-V def2-TZVPD RIJCOSX def2/J DEFGRID3
* xyz 1 1
C 0.9135 -0.8792 -4.8420
H 1.3051 -0.2330 -4.0613
H 0.2556 -0.2988 -5.4840
H 0.3270 -1.6634 -4.3698
C 2.0578 -1.4562 -5.6691
N 2.9779 -2.2357 -4.8499
C 2.4851 -3.5806 -4.5990
H 1.3944 -3.5607 -4.5684
C 2.9705 -4.1482 -3.2534
H 3.9175 -3.6859 -2.9568
H 3.1182 -5.2272 -3.3431
O 2.0143 -4.0292 -2.2152
C 1.8434 -2.8641 -1.5567
C 0.9379 -2.9175 -0.4843
C 0.7196 -1.7773 0.2508
C 1.3871 -0.5704 -0.0506
C 2.2698 -0.5237 -1.1125
C 2.4924 -1.6679 -1.8637
H 3.1417 -1.6214 -2.7233
H 2.7830 0.3916 -1.3664
C 0.9580 0.4406 0.8993
C 1.3075 1.7698 1.0554
C 0.7225 2.5094 2.0747
C -0.1926 1.9203 2.9337
C -0.5369 0.5754 2.8091
C 0.0309 -0.1504 1.7849
C -0.1684 -1.5529 1.3939
N -0.9441 -2.4568 1.8402
O -1.7912 -2.1268 2.8934
H -2.2192 -2.9689 3.1081
H -1.1996 0.1036 3.5186
O -0.7927 2.6267 3.9904
C -1.4544 3.8242 3.6645
C -2.8605 3.4921 3.0997
N -3.3406 2.2469 3.7464
H -2.4490 1.8714 4.1577
C -4.2951 2.4642 4.8622
C -3.6601 3.1774 6.0433
H -2.7396 2.6860 6.3498
H -4.3490 3.1498 6.8831
H -3.4521 4.2207 5.8254
H -4.6497 1.4821 5.1821
H -5.1459 3.0352 4.4870
C -3.8358 1.2340 2.7725
C -5.1244 1.6428 2.0793
H -5.3524 0.9063 1.3140
H -5.0316 2.6096 1.5920
H -5.9640 1.6725 2.7673
H -3.9844 0.2951 3.3101
H -3.0474 1.0695 2.0343
H -2.7786 3.3177 2.0260
H -3.5537 4.3140 3.2706
H -1.5222 4.3863 4.5977
H -0.9015 4.4225 2.9368
H 1.0010 3.5439 2.2096
H 2.0288 2.2342 0.4021
H 0.4366 -3.8431 -0.2553
H 2.7813 -4.2701 -5.4051
C 4.3363 -2.2381 -5.3831
C 5.0941 -0.9718 -4.9971
H 6.1016 -1.0100 -5.4026
H 5.1586 -0.8838 -3.9153
H 4.6028 -0.0831 -5.3840
H 4.8649 -3.0993 -4.9679
H 4.3319 -2.3508 -6.4792
H 2.6149 -0.6283 -6.1096
H 1.6533 -2.0610 -6.4973
*
```

Results
Energy above the lowest of the compared OMol25 structures with the same formula, charge and spin: 11.7 kcal per mole
SMILES string: CCN(CC)CCOc1ccc2c(c1)/C(=N/O)c1cc(OCC[NH+](CC)CC)ccc1-2
Orbital gap: 0.272 hartree
HOMO level: -9.82 eV
LUMO level: -0.0895 Ha

# C2H8NS

A cluster of 2 separate species, C2H8NS in total in a non-equilibrium geometry (wB97M-V/def2-TZVPD, the Open Molecules 2025 dataset).

The geometry in ORCA input format:
```
! wB97M-V def2-TZVPD RIJCOSX def2/J DEFGRID3
* xyz -2 2
N -0.3935 1.9977 -3.1535
H 0.2298 2.7233 -2.8744
H -1.2518 2.4909 -3.1779
H -0.5366 1.4614 -2.2591
C 0.3522 -0.8460 2.2035
C 0.1203 -1.4138 0.7247
S -0.3416 0.0665 -0.3666
H -0.4798 -0.2609 2.8229
H 1.2318 -0.1504 2.2165
H 0.6269 -1.7215 2.8501
H -0.4807 -2.3964 0.9186
H 0.9230 -1.9508 0.0951
*
```

Results
Energy above the lowest of the compared OMol25 structures with the same formula, charge and spin: 40.0 kcal per mole
Orbital gap (alpha / beta): 0.080 / 0.221 hartree
HOMO level (alpha / beta): 4.54 / 0.62 eV
LUMO level (alpha / beta): 0.2467 / 0.2439 Ha

# C23H28BaN2O4

A structure of composition C23H28BaN2O4 in a non-equilibrium geometry (wB97M-V/def2-TZVPD, the Open Molecules 2025 dataset).

The geometry in ORCA input format:
```
! wB97M-V def2-TZVPD RIJCOSX def2/J DEFGRID3
* xyz -2 1
Ba 0.6532 -1.9234 0.0444
C 4.5962 -0.8486 2.2558
C 3.4937 -0.6431 1.2093
O 2.5082 -1.4383 1.2389
C 3.6831 0.4138 0.3331
C 2.7917 0.8137 -0.7082
C 3.1286 2.0727 -1.4793
N 1.7206 0.1408 -1.0036
N 0.9124 0.7013 -1.9785
C -0.1022 -0.0538 -2.3160
O -0.3639 -1.2411 -1.9213
C -1.0403 0.5890 -3.2957
C -2.2705 -0.0147 -3.5487
C -3.1646 0.5466 -4.4483
C -2.8395 1.7172 -5.1197
C -1.6142 2.3274 -4.8732
C -0.7262 1.7716 -3.9668
H 4.3568 -1.7166 2.8686
H 4.6737 0.0333 2.8953
H 5.5608 -1.0054 1.7688
H 4.5805 1.0070 0.4636
H 4.0818 2.4938 -1.1576
H 2.3356 2.8081 -1.3345
H 3.1712 1.8491 -2.5465
H -2.5050 -0.9267 -3.0149
H -4.1237 0.0732 -4.6279
H -3.5340 2.1516 -5.8307
H -1.3594 3.2453 -5.3923
H 0.2242 2.2389 -3.7475
C -0.5013 0.9130 2.2891
C -1.4752 1.0614 1.2776
C -2.1852 -0.1470 1.1829
C -1.6492 -1.0592 2.1258
C -0.6178 -0.3812 2.8258
C 0.2240 -0.9145 3.9527
C -2.3477 -2.3240 2.5578
C -3.3656 -0.4144 0.2912
C -1.6862 2.2514 0.3800
C 0.5700 1.8913 2.6877
H 0.0775 -0.3376 4.8770
H 1.2924 -0.8720 3.7104
H -0.0167 -1.9577 4.1701
H -3.3155 -2.0958 3.0280
H -1.7515 -2.8800 3.2849
H -2.5426 -2.9990 1.7179
H -4.3234 -0.1965 0.7903
H -3.3940 -1.4624 -0.0200
H -3.3230 0.2019 -0.6115
H -2.7151 2.6301 0.4355
H -1.4840 1.9992 -0.6668
H -1.0238 3.0764 0.6516
H 0.5468 2.1037 3.7652
H 0.4583 2.8425 2.1626
H 1.5688 1.5012 2.4550
O 1.8984 -4.1461 -0.5305
C 1.0309 -4.8892 -0.0237
O -0.1380 -4.6201 0.3099
H 1.3599 -5.9580 0.1570
*
```

Results
Orbital gap: 0.182 hartree
HOMO level: -0.34 eV
LUMO level: 0.1699 Ha

# C7H16O2Si

A cluster of 2 separate species, C7H16O2Si in total in a non-equilibrium geometry (wB97M-V/def2-TZVPD, the Open Molecules 2025 dataset).

The geometry in ORCA input format:
```
! wB97M-V def2-TZVPD RIJCOSX def2/J DEFGRID3
* xyz 0 3
C -0.2323 -0.3032 -3.0596
C 0.1554 1.1337 -2.7127
C 0.6439 0.0105 -1.9392
C 1.8307 -1.7573 -1.0504
C -2.2710 -0.1570 2.2476
C -0.3379 2.1021 1.4276
C 0.7586 -0.6572 2.1161
O 1.7205 -0.3685 -1.3595
O -0.9529 -0.2383 -0.2446
Si -0.6929 0.2350 1.2311
H -1.2494 -0.5967 -2.8414
H 0.1953 -0.7884 -3.9276
H 0.8545 1.6797 -3.3290
H -0.6178 1.7476 -2.2758
H 1.5843 -2.3710 -1.9200
H 1.1349 -1.9738 -0.2384
H 2.8563 -1.9273 -0.7322
H -2.1655 0.1694 3.2755
H -3.1260 0.3454 1.8114
H -2.4705 -1.2227 2.2427
H -0.3045 2.4067 2.4687
H 0.6146 2.3711 0.9757
H -1.1093 2.6910 0.9401
H 1.7097 -0.4283 1.6409
H 0.8444 -0.3651 3.1578
H 0.6269 -1.7375 2.0955
*
```

Results
Energy above the lowest of the compared OMol25 structures with the same formula, charge and spin: 0.0 kcal per mole
Orbital gap (alpha / beta): 0.242 / 0.255 hartree
HOMO level (alpha / beta): -5.72 / -9.77 eV
LUMO level (alpha / beta): 0.0317 / -0.1038 Ha

# C30H41BrN3O3SbTl

A structure of composition C30H41BrN3O3SbTl in a non-equilibrium geometry (wB97M-V/def2-TZVPD, the Open Molecules 2025 dataset).

The geometry in ORCA input format:
```
! wB97M-V def2-TZVPD RIJCOSX def2/J DEFGRID3
* xyz 1 1
Tl 1.6093 -0.4003 -2.0753
O -3.2895 4.2988 -4.5567
C -2.0963 3.6345 -4.5293
C -0.8177 4.2148 -4.6647
C 0.2817 3.4216 -4.6508
N 0.1633 2.0815 -4.5349
C -1.0164 1.5927 -4.4341
Br -1.0771 -0.3176 -4.2951
C -2.2126 2.2740 -4.4432
H -3.2400 5.2070 -4.8546
H -0.7177 5.2535 -4.8110
H 1.2891 3.8429 -4.7763
H -3.1692 1.8139 -4.3588
O -3.6681 -6.0385 -0.8094
C -2.4812 -6.2839 -0.1562
O -2.3338 -7.3623 0.3645
C -1.4022 -5.2781 -0.1802
C -0.1838 -5.5786 0.5125
C 0.9241 -4.7176 0.4215
C 0.7743 -3.4913 -0.2004
C -0.4082 -3.2661 -0.8731
C -1.5106 -4.1038 -0.8687
N 1.8646 -2.6116 -0.4149
C 2.8146 -2.5584 0.4015
C 3.9024 -1.5393 0.4300
C 4.9148 -1.5750 1.4083
C 5.9080 -0.6326 1.3772
C 5.9046 0.3958 0.4234
C 4.8677 0.3627 -0.5171
N 3.9335 -0.5905 -0.5680
H -3.5836 -5.1387 -1.2325
H -0.1474 -6.5045 1.0581
H 1.8860 -5.0762 0.8092
H -0.5876 -2.3048 -1.4409
H -2.4202 -3.8725 -1.4102
H 2.8941 -3.2624 1.2121
H 4.9247 -2.3999 2.1949
H 6.6991 -0.5998 2.0910
H 6.5511 1.2599 0.5068
H 4.8720 1.0779 -1.3021
C -2.7932 2.6584 0.7417
C -1.8337 2.0516 -0.2421
C -2.6706 1.1893 -1.2429
C -1.0956 3.0592 -1.0583
Sb -0.3037 0.6876 0.5974
C -1.4550 -0.5710 2.1650
C -1.7385 0.2527 3.3732
C -2.7204 -0.9842 1.4709
C -0.5972 -1.7734 2.5418
C 1.1454 1.7460 1.8847
C 0.6079 2.8293 2.7875
C 2.2032 2.3142 0.9504
C 1.8381 0.6085 2.6712
H -3.3732 3.4414 0.3133
H -2.2757 3.0161 1.6316
H -3.4807 1.8435 1.0372
H -3.3128 1.8679 -1.9066
H -3.2992 0.4780 -0.7072
H -2.0529 0.6121 -1.9318
H -1.7524 3.8631 -1.4769
H -0.6429 2.5315 -1.9363
H -0.3074 3.6689 -0.5080
H -2.1526 1.2464 3.1265
H -0.8601 0.3677 4.0226
H -2.4550 -0.2909 3.9674
H -3.4132 -0.0945 1.3855
H -3.1860 -1.8227 2.0601
H -2.6013 -1.4026 0.4689
H 0.3233 -1.5191 3.0259
H -0.2942 -2.4234 1.6900
H -1.1796 -2.4344 3.1887
H 0.4337 3.7436 2.2283
H 1.2920 3.0757 3.5782
H -0.3136 2.5191 3.2492
H 1.7762 2.9713 0.1256
H 2.7364 1.5057 0.4344
H 2.9486 2.9480 1.4902
H 1.2527 0.1125 3.4255
H 2.7151 1.0585 3.0784
H 2.2717 -0.1784 2.0463
*
```

Results
Energy above the lowest of the compared OMol25 structures with the same formula, charge and spin: 0.0 kcal per mole
Orbital gap: 0.249 hartree
HOMO level: -10.52 eV
LUMO level: -0.1374 Ha

# C3H4O3Y

A structure of composition C3H4O3Y in a non-equilibrium geometry (wB97M-V/def2-TZVPD, the Open Molecules 2025 dataset).

The geometry in ORCA input format:
```
! wB97M-V def2-TZVPD RIJCOSX def2/J DEFGRID3
* xyz 3 1
C -1.2331 0.9501 -0.2210
C -1.2609 -0.4372 0.0791
O -0.2183 -1.1852 0.2784
C 1.1168 -0.7922 0.1893
O 1.4217 0.4225 0.3311
O 1.9084 -1.6451 -0.2139
H -1.2784 1.0942 -1.3096
H -2.1684 -0.9077 0.4710
H -2.1173 1.4196 0.2433
Y 3.8656 -0.2185 0.1297
H -0.0360 1.2992 0.0227
*
```

Results
Energy above the lowest of the compared OMol25 structures with the same formula, charge and spin: 51.9 kcal per mole
Orbital gap: 0.275 hartree
HOMO level: -23.85 eV
LUMO level: -0.6020 Ha